[1]
A cluster of 2 separate species, C5H16NP2 in total, computed with ωB97M-V with the def2-TZVPD basis set.

As for the charge: +1. For the HOMO energy, the calculation gives -12.67 eV. The calculation puts the relative energy (zero: lowest compared OMol25 entry of this formula, charge and spin) at 7.5 kcal/mol.

Atoms and positions in Å:
P (2.07, 0.33, 0.37)
P (-2.01, -0.05, 0.16)
N (-0.36, -0.44, -1.86)
C (3.89, 0.03, 0.00)
C (-1.60, -0.63, -1.40)
C (-3.82, 0.31, 0.02)
C (-1.31, 1.53, 0.43)
C (1.59, -1.33, 1.15)
H (-4.06, 1.20, -0.45)
H (2.30, -2.04, 1.57)
H (0.08, -1.05, -2.56)
H (1.14, -1.81, 0.31)
H (4.09, -0.61, -0.91)
H (0.75, -1.18, 1.83)
H (-4.06, 0.36, 1.11)
H (-2.21, -1.45, -1.77)
H (4.47, 0.93, 0.08)
H (-0.20, 1.39, 0.32)
H (-4.37, -0.47, -0.52)
H (2.24, 1.08, 1.49)
H (0.16, 0.26, -1.43)
H (-1.45, 1.87, 1.46)
H (4.47, -0.46, 0.77)
H (-1.79, 2.23, -0.15)

Löwdin atomic charge list, values in e, 2 entries: 0.826 0.928



[2]
A structure of composition C4H6InO3, computed with ωB97M-V with the def2-TZVPD basis set.

As for the charge: +3. For the HOMO energy, the calculation gives -21.14 eV. The calculation puts the relative energy (zero: lowest compared OMol25 entry of this formula, charge and spin) at 2.2 kcal/mol.

Atoms and positions in Å:
In (-6.42, 21.83, -33.53)
O (-8.62, 25.36, -27.57)
O (-8.77, 25.55, -25.37)
O (-10.31, 26.47, -26.61)
C (-9.76, 26.03, -24.47)
C (-10.60, 26.93, -25.30)
C (-12.12, 26.80, -25.02)
C (-9.21, 25.78, -26.60)
H (-9.23, 26.50, -23.63)
H (-12.64, 27.32, -25.82)
H (-12.45, 25.76, -25.14)
H (-10.24, 25.17, -24.00)
H (-10.23, 27.95, -25.20)
H (-12.26, 27.23, -24.04)

Löwdin atomic charge list, values in e, 2 entries: 1.091 0.448



[3]
An isolated molecule of C5H10N4OS, computed with ωB97M-V with the def2-TZVPD basis set.

Its expectation value of S² is 2.04. As for the charge: 0. For the HOMO energy (alpha / beta), the calculation gives -6.23 / -8.74 eV. Its spin multiplicity is 3. The calculation puts the relative energy (zero: lowest compared OMol25 entry of this formula, charge and spin) at 0.0 kcal/mol.

Atoms and positions in Å:
S (2.88, -0.91, -0.13)
O (0.19, -1.60, 1.02)
N (-1.27, -0.47, -0.25)
N (2.15, 1.52, 0.97)
N (4.01, -0.39, -1.02)
N (1.34, 1.36, 0.05)
C (-2.49, -1.09, 0.36)
C (1.24, 0.12, -0.63)
C (-1.55, 0.79, -0.99)
C (3.00, 0.44, 1.24)
C (-0.06, -0.86, 0.14)
H (1.04, 0.41, -1.71)
H (3.98, 0.69, 1.50)
H (-0.62, 1.14, -1.29)
H (2.53, -0.15, 2.09)
H (-2.72, -2.05, -0.20)
H (-2.06, 0.52, -1.99)
H (4.29, -1.08, -1.63)
H (-2.27, 1.33, -0.36)
H (-3.37, -0.39, 0.35)
H (-2.12, -1.24, 1.38)

Löwdin atomic charge list, values in e, 2 entries: 0.976 0.055



[4]
A structure of composition C25H100AsF6N50O25, computed with ωB97M-V with the def2-TZVPD basis set.

As for the charge: -1. For the HOMO energy, the calculation gives -6.90 eV.

Atoms and positions in Å:
As (-5.87, -31.11, -7.39)
F (-5.55, -30.20, -5.89)
F (-6.19, -32.13, -8.88)
F (-4.97, -32.54, -6.71)
F (-7.52, -31.63, -6.81)
F (-6.76, -29.59, -8.02)
F (-4.28, -30.56, -8.06)
O (-1.72, -27.23, -2.25)
O (-2.37, -24.93, -11.41)
O (-0.17, -31.90, -8.45)
O (-12.04, -24.39, -7.58)
O (-4.45, -27.19, -9.32)
O (-2.40, -29.66, -12.08)
O (-6.43, -37.02, -6.14)
O (-10.97, -32.63, -1.42)
O (-10.09, -35.71, -7.28)
O (-2.53, -35.89, -10.67)
O (0.26, -27.21, -6.31)
O (-7.70, -30.30, -14.71)
O (-8.97, -38.29, -3.35)
O (-10.55, -30.16, -8.54)
O (-8.81, -25.65, -10.98)
O (-11.53, -27.68, -12.39)
O (-9.09, -28.76, -4.08)
O (-4.50, -27.37, -4.59)
O (-6.73, -34.23, -2.59)
O (-2.27, -35.15, -4.82)
O (-10.64, -34.16, -11.74)
O (-6.27, -38.36, -10.25)
O (-6.75, -23.87, -6.25)
O (-0.62, -30.72, -4.95)
O (-7.63, -34.24, -12.81)
N (0.67, -26.61, -8.36)
N (-6.77, -26.57, -10.96)
N (-11.50, -28.27, -10.24)
N (-5.66, -32.43, -3.47)
N (-0.71, -36.11, -6.03)
N (-2.26, -27.13, -10.97)
N (-9.66, -29.23, -6.70)
N (-7.39, -36.82, -2.74)
N (-7.96, -29.32, -12.70)
N (-7.27, -37.02, -11.68)
N (-4.51, -33.98, -2.54)
N (-10.74, -32.95, -9.94)
N (-2.86, -30.50, -4.66)
N (-0.67, -28.23, -8.11)
N (1.95, -31.04, -8.44)
N (-9.00, -33.79, -0.99)
N (-7.65, -28.10, -14.43)
N (-6.96, -29.37, -3.81)
N (-8.42, -25.16, -6.10)
N (0.22, -27.43, -3.39)
N (-11.45, -30.37, -6.58)
N (-10.80, -29.67, -11.80)
N (-13.12, -26.27, -7.21)
N (-2.01, -31.00, -6.62)
N (-5.24, -26.07, -7.60)
N (-9.09, -36.20, -3.86)
N (-4.87, -36.65, -4.67)
N (-0.82, -34.02, -6.22)
N (1.59, -33.07, -7.70)
N (-8.17, -29.21, -2.10)
N (-0.48, -26.16, -11.87)
N (-4.18, -34.45, -10.56)
N (-10.92, -26.23, -7.44)
N (-4.68, -35.73, -6.47)
N (-3.97, -27.73, -7.20)
N (-5.92, -26.22, -3.43)
N (-1.69, -27.02, -4.49)
N (-8.09, -34.90, -7.14)
N (-2.64, -34.43, -9.05)
N (-7.45, -36.58, -9.59)
N (-5.61, -34.99, -13.46)
N (-8.83, -33.69, -10.48)
N (-8.79, -23.23, -7.05)
N (-9.32, -32.98, -2.99)
N (-8.32, -27.27, -9.63)
N (-4.33, -29.68, -10.97)
N (-6.39, -33.05, -14.14)
N (-9.71, -33.55, -6.82)
N (-4.56, -27.42, -2.38)
N (-3.03, -31.56, -11.09)
C (-9.84, -33.04, -1.76)
C (-4.97, -27.02, -3.54)
C (-8.05, -26.49, -10.60)
C (-5.71, -33.59, -2.90)
C (1.04, -31.98, -8.14)
C (-11.25, -28.47, -11.56)
C (-10.60, -29.86, -7.37)
C (-1.71, -26.00, -11.41)
C (0.19, -27.41, -7.51)
C (-3.21, -30.29, -11.39)
C (-8.14, -29.08, -3.38)
C (-10.10, -33.62, -10.86)
C (-3.08, -35.01, -10.15)
C (-6.60, -34.15, -13.44)
C (-7.04, -37.44, -10.47)
C (-7.70, -29.34, -13.99)
C (-4.55, -27.03, -8.11)
C (-5.44, -36.46, -5.76)
C (-9.33, -34.79, -7.08)
C (-7.87, -24.03, -6.48)
C (-12.07, -25.57, -7.36)
C (-1.79, -30.75, -5.37)
C (-1.11, -27.37, -3.34)
C (-1.38, -35.09, -5.71)
C (-8.48, -37.17, -3.33)
H (-7.63, -27.95, -15.43)
H (-5.30, -27.34, -1.69)
H (-5.13, -37.55, -4.31)
H (-14.02, -25.83, -7.31)
H (-1.79, -34.80, -8.65)
H (-3.58, -27.47, -2.13)
H (-4.35, -34.53, -11.55)
H (-6.16, -25.92, -11.44)
H (-3.43, -28.55, -7.40)
H (0.53, -26.59, -9.36)
H (-10.72, -30.35, -11.06)
H (-6.67, -37.47, -2.45)
H (-9.36, -25.08, -5.75)
H (-1.42, -28.61, -7.56)
H (-0.10, -27.09, -11.82)
H (-12.11, -31.10, -6.83)
H (2.56, -33.04, -7.43)
H (-2.92, -33.49, -8.82)
H (-9.10, -28.97, -1.77)
H (-7.92, -36.33, -12.01)
H (-6.97, -37.65, -12.41)
H (-11.62, -29.95, -5.68)
H (-2.69, -26.96, -4.58)
H (-3.69, -33.40, -2.67)
H (-8.05, -35.82, -9.88)
H (-7.36, -29.51, -1.59)
H (-7.80, -25.91, -5.83)
H (-4.77, -31.96, -3.52)
H (-5.58, -25.52, -8.37)
H (0.64, -27.47, -4.31)
H (-8.50, -33.11, -9.71)
H (-7.26, -36.80, -8.62)
H (1.04, -33.91, -7.83)
H (-2.62, -29.97, -3.83)
H (-7.59, -35.71, -6.80)
H (-10.65, -33.20, -6.69)
H (-6.19, -29.39, -3.15)
H (-10.42, -29.86, -12.72)
H (-7.88, -33.97, -6.83)
H (0.69, -27.78, -2.56)
H (-11.09, -27.22, -7.39)
H (-5.53, -33.02, -14.68)
H (-0.04, -35.94, -6.77)
H (-13.17, -27.28, -7.16)
H (-2.94, -31.23, -6.94)
H (-3.75, -32.14, -10.68)
H (-6.33, -25.97, -2.54)
H (-10.38, -32.86, -9.00)
H (-9.04, -32.79, -6.86)
H (-5.20, -25.84, -6.62)
H (-4.40, -34.95, -2.27)
H (-12.03, -27.42, -10.09)
H (-9.78, -36.41, -4.56)
H (-4.67, -33.72, -10.07)
H (-7.89, -27.30, -13.87)
H (-4.38, -27.63, -6.28)
H (1.21, -25.81, -8.05)
H (-7.56, -27.87, -9.33)
H (-3.87, -35.31, -6.04)
H (-0.86, -37.08, -5.80)
H (-8.14, -34.24, -1.25)
H (-6.12, -25.71, -4.28)
H (-9.19, -27.33, -9.13)
H (-0.48, -28.41, -9.08)
H (-4.20, -28.68, -10.92)
H (-11.22, -28.86, -9.48)
H (-8.57, -35.34, -3.99)
H (-3.99, -36.19, -4.49)
H (-9.77, -23.47, -7.02)
H (-5.74, -35.92, -13.09)
H (-8.87, -28.99, -7.28)
H (-6.26, -27.32, -10.51)
H (-4.79, -30.23, -10.25)
H (-9.99, -25.85, -7.34)
H (0.02, -25.29, -11.96)
H (-1.18, -31.13, -7.18)
H (-1.13, -27.11, -5.33)
H (-7.95, -28.49, -12.13)
H (-3.20, -27.15, -10.60)
H (-7.05, -32.30, -13.98)
H (2.92, -31.33, -8.43)
H (-7.12, -35.85, -2.81)
H (-4.82, -34.97, -14.08)
H (-11.74, -32.86, -9.98)
H (-8.26, -30.18, -12.28)
H (-6.54, -32.03, -3.76)
H (-8.37, -33.31, -2.97)
H (-9.21, -33.78, 0.00)
H (-1.84, -28.05, -10.97)
H (-1.11, -33.10, -5.91)
H (-2.19, -32.02, -11.39)
H (-6.71, -29.36, -4.79)
H (-0.11, -34.13, -6.92)
H (1.64, -30.18, -8.86)
H (-9.68, -32.46, -3.77)
H (-8.49, -22.29, -7.30)
H (-4.76, -35.73, -7.48)
H (-9.81, -28.99, -5.73)
H (-8.34, -34.03, -11.30)
H (-3.82, -30.53, -4.95)

Löwdin atomic charge list, values in e, 2 entries: 1.053 -0.281



[5]
The ion C6H10N with charge +1, computed with ωB97M-V with the def2-TZVPD basis set.

The SMILES is C=C=C1C[N+]1(C)C. As for the charge: +1. For the HOMO energy, the calculation gives -14.39 eV. The calculation puts the relative energy (zero: lowest compared OMol25 entry of this formula, charge and spin) at 73.6 kcal/mol.

Atoms and positions in Å:
N (0.67, -0.09, -0.07)
C (-3.11, 0.37, 0.29)
C (-1.99, -0.24, -0.14)
C (1.22, 0.99, -0.94)
C (-0.73, -0.60, -0.26)
C (0.47, -1.34, -0.74)
C (1.16, -0.12, 1.36)
H (0.85, 0.92, -1.96)
H (-3.66, 1.06, -0.42)
H (0.73, -1.32, -1.84)
H (2.15, 0.43, 1.49)
H (0.73, -2.32, -0.28)
H (2.24, 0.88, -0.84)
H (0.55, 0.16, 2.14)
H (1.30, -1.11, 1.55)
H (-3.58, 0.35, 1.29)
H (1.03, 1.98, -0.63)

Löwdin atomic charge list, values in e, 2 entries: -0.217 0.087



[6]
A cluster of 2 separate species, C2H3NS in total, computed with ωB97M-V with the def2-TZVPD basis set.

As for the charge: 0. For the HOMO energy, the calculation gives -9.46 eV. The calculation puts the relative energy (zero: lowest compared OMol25 entry of this formula, charge and spin) at 65.1 kcal/mol.

Atoms and positions in Å:
S (2.11, 3.19, 1.04)
N (-0.20, -1.68, -0.81)
C (1.09, 2.44, 0.22)
C (-0.68, -0.71, -0.14)
H (-0.45, -2.63, -0.62)
H (-1.45, -0.93, 0.66)
H (-0.41, 0.33, -0.35)

Löwdin atomic charge list, values in e, 2 entries: 0.665 0.001



For reference, max |F| by record: 3.27 4.62 4.45 9.24 3.69 2.25 eV/Å.